[1]
C30H29N6O4Tl | the ωB97M-V functional and the def2-TZVPD basis

Output
LUMO energy ... -7.9 eV
Net charge ... +2
Frontier orbital gap ... 4.786 eV

Geometry as XYZ:
```
70
Properties=species:S:1:pos:R:3:forces:R:3:nbo_charge:R:1
Tl 0.621 0.324 -0.113 0.2153 -0.1218 -0.1471 0.886
N -3.848 -0.579 1.612 -0.1211 0.1220 0.0673 -0.322
C -2.803 -1.002 0.902 0.1365 -0.0476 -0.0078 0.209
N -1.837 -0.104 0.963 -0.0737 0.0853 0.1032 -0.562
C -2.376 0.875 1.751 0.1167 0.2354 0.0058 0.263
N -3.598 0.623 2.162 -0.0157 -0.2279 -0.1005 -0.233
C -1.682 2.124 2.138 -0.0831 -0.2401 -0.0923 0.104
C -2.260 2.990 3.067 -0.0247 0.1372 0.0883 0.036
N -1.651 4.100 3.459 0.0284 -0.0645 -0.0603 -0.331
C -0.460 4.357 2.921 -0.1148 0.0512 0.0772 0.003
C 0.106 3.511 1.983 -0.0373 0.0022 -0.1270 -0.018
N -0.500 2.390 1.590 0.0284 -0.0190 0.0944 -0.444
H -4.737 -1.031 1.767 0.0121 -0.0132 0.0222 0.442
H -2.774 -1.945 0.377 0.0052 0.0371 0.0435 0.237
H -3.229 2.766 3.496 0.0167 0.0030 0.0119 0.236
H 0.053 5.252 3.251 -0.0188 0.0063 -0.0210 0.228
H 1.067 3.742 1.537 -0.0304 0.0177 0.0336 0.209
C 4.417 -2.362 4.867 -0.0403 0.0650 0.0015 -0.256
O 3.383 -1.474 4.434 0.0402 -0.0142 -0.0688 -0.500
C 3.713 -0.476 3.590 0.1370 -0.0742 0.1843 0.300
C 5.013 -0.199 3.174 -0.0040 0.0435 -0.0989 -0.274
C 5.275 0.881 2.341 0.0112 -0.0827 0.0612 -0.162
C 4.246 1.699 1.903 -0.0180 -0.0450 -0.0054 -0.225
C 2.954 1.420 2.314 -0.0543 0.1680 -0.1744 -0.229
C 2.679 0.352 3.147 -0.1977 0.1345 0.0129 0.138
N 1.341 0.179 3.628 0.0582 -0.1628 0.0387 -0.529
C 0.689 -0.970 3.783 0.1071 0.3656 -0.0852 0.229
C 0.917 -2.165 3.117 -0.1847 -0.2908 -0.0319 -0.220
C 0.448 -3.362 3.762 0.0232 0.3944 0.0502 -0.146
C 0.695 -4.583 3.243 0.1701 -0.2211 -0.2394 -0.268
C 1.436 -4.672 2.029 -0.0751 -0.1406 0.1738 -0.114
C 1.855 -3.565 1.357 0.0053 0.1059 -0.0680 -0.301
C 1.563 -2.250 1.832 -0.0286 -0.3066 -0.0154 0.447
O 1.825 -1.235 1.100 -0.0947 0.0117 0.2281 -0.854
H 3.926 -3.111 5.479 -0.0262 -0.0015 0.0172 0.215
H 5.158 -1.830 5.465 0.0218 0.0050 0.0086 0.194
H 4.896 -2.844 4.015 -0.0006 -0.0011 -0.0221 0.190
H 5.829 -0.818 3.512 0.0154 0.0043 0.0022 0.240
H 6.296 1.086 2.047 -0.0257 -0.0300 -0.0046 0.235
H 4.449 2.539 1.253 -0.0042 0.0012 0.0185 0.222
H 2.126 2.032 1.973 0.1194 -0.0573 0.1143 0.193
H 0.965 0.975 4.122 0.0496 -0.0322 0.1084 0.413
H -0.099 -0.934 4.532 0.0399 -0.0224 -0.0020 0.213
H -0.050 -3.270 4.722 -0.0664 0.0452 -0.0672 0.219
H 0.359 -5.479 3.745 0.0397 0.0020 -0.0140 0.236
H 1.668 -5.651 1.629 -0.0218 0.0169 -0.0028 0.231
H 2.401 -3.640 0.425 -0.0279 -0.0160 0.0220 0.234
C -3.959 4.946 -0.453 0.0421 -0.0537 0.0156 -0.652
C -3.011 4.002 -1.144 -0.0638 0.0267 0.0214 0.095
C -3.492 2.885 -1.829 -0.0702 0.1166 0.0909 -0.179
C -2.652 1.955 -2.502 -0.0323 -0.2747 -0.1313 -0.131
C -3.106 0.759 -3.298 0.0046 0.1254 0.1292 -0.615
C -1.452 2.448 -2.251 0.1614 -0.2179 -0.0758 0.584
C -0.684 3.397 -1.741 0.2332 0.1380 -0.0887 -0.130
C 0.797 3.627 -1.813 -0.0238 -0.0086 -0.0305 -0.618
C -1.636 4.239 -1.108 -0.1095 0.0809 -0.0250 -0.179
C 0.100 0.944 -4.520 0.1481 -0.1647 0.0623 1.023
O -0.039 1.488 -5.525 -0.0148 0.0074 -0.0606 -0.450
O 0.222 0.416 -3.484 -0.1903 0.2968 -0.1181 -0.542
H -4.981 4.808 -0.798 0.0135 -0.0035 -0.0051 0.241
H -3.674 5.982 -0.632 -0.0041 -0.0072 -0.0047 0.247
H -3.942 4.779 0.626 -0.0001 0.0027 -0.0117 0.243
H -4.555 2.671 -1.890 0.0155 0.0293 -0.0001 0.265
H -4.176 0.621 -3.168 -0.0003 0.0241 0.0029 0.256
H -2.584 -0.140 -2.975 0.0201 0.0307 0.0197 0.251
H -2.903 0.920 -4.357 -0.0164 0.0166 0.0007 0.260
H 1.099 3.973 -2.802 -0.1502 0.0196 -0.0366 0.267
H 1.315 2.691 -1.619 0.0971 0.0376 0.0688 0.240
H 1.094 4.383 -1.090 -0.0441 -0.0348 0.0486 0.250
H -1.225 5.113 -0.613 -0.0231 -0.0153 -0.0050 0.262
```
Positions in Å, forces in eV/Å.

=====

[2]
C30H29N8O5SSeTc | the ωB97M-V functional and the def2-TZVPD basis

Output
LUMO energy (spin up / spin down) ... -3.2 / -4.9 eV
Net charge ... +1
Frontier orbital gap (spin up / spin down) ... 7.662 / 5.869 eV
Spin multiplicity ... 4

Geometry as XYZ:
```
75
Properties=species:S:1:pos:R:3:forces:R:3:lowdin_spin:R:1
Tc 0.043 0.140 0.001 -0.8786 -1.0793 0.1579 1.702
O -1.944 -0.254 0.343 0.5497 0.1825 0.0466 0.037
N -2.658 -0.472 -0.713 -0.6104 -0.2833 -0.7200 -0.008
N -2.072 -0.256 -1.810 -0.2178 0.2612 1.6464 0.012
O -0.867 0.245 -1.842 0.7256 0.8918 0.0947 0.078
C -2.730 -0.493 -3.026 -0.6800 -0.1346 -1.3754 -0.001
C -1.989 -0.426 -4.201 0.0269 0.1215 0.3989 0.003
C -2.618 -0.660 -5.408 -0.1883 -0.0215 0.0347 0.000
C -3.969 -0.963 -5.435 0.0646 -0.0221 -0.0465 0.003
C -4.698 -1.039 -4.257 0.0810 0.0212 -0.0697 0.000
C -4.086 -0.806 -3.043 0.1897 0.1172 0.1092 0.002
H -0.933 -0.221 -4.152 0.0673 -0.0007 -0.0258 0.000
H -2.050 -0.616 -6.323 0.0723 -0.0253 -0.0808 0.000
H -4.452 -1.154 -6.379 -0.0924 -0.0216 -0.1246 0.000
H -5.748 -1.282 -4.294 -0.0911 -0.0333 0.0546 0.000
H -4.637 -0.869 -2.118 -0.0578 -0.0201 0.0411 0.000
O -2.302 -3.560 -3.222 0.1343 -0.2281 0.1382 0.001
S -0.874 -3.420 -3.160 -0.1936 0.0325 0.4079 0.000
O -0.177 -3.203 -4.390 0.3045 -0.1009 -0.0006 0.001
N -0.507 -2.231 -2.078 0.0362 -0.7332 -0.6443 0.005
C 0.073 -2.687 -1.019 -0.2799 -0.1808 -0.5592 0.007
O 0.395 -1.943 -0.033 0.2815 0.7494 0.7443 0.027
C 0.321 -4.154 -1.007 0.1559 -0.3968 0.0959 -0.001
C 0.919 -4.950 -0.040 -0.1152 0.1971 -0.1929 0.001
C 1.029 -6.312 -0.285 0.0484 -0.0668 0.1071 0.000
C 0.561 -6.872 -1.463 -0.0619 0.0996 -0.1183 0.001
C -0.038 -6.077 -2.433 -0.0374 -0.0878 -0.0834 0.000
C -0.146 -4.733 -2.178 -0.0766 0.4685 -0.0385 0.000
H 1.298 -4.534 0.880 0.0356 0.1344 0.0946 0.000
H 1.488 -6.948 0.454 0.0699 -0.0769 0.0957 0.000
H 0.662 -7.932 -1.633 0.0205 -0.1428 0.0004 0.000
H -0.408 -6.493 -3.356 -0.0433 -0.1093 -0.1196 0.000
C 1.571 1.844 -2.532 0.1226 -0.0611 -0.0287 0.049
C 2.473 1.207 -1.552 -0.8461 -0.1704 0.0507 0.291
C 3.874 1.197 -1.619 1.3366 -0.6666 0.8324 0.137
C 4.310 0.361 -0.607 0.4054 1.0930 -1.2880 0.144
C 3.164 -0.112 0.052 -0.7342 -0.1919 0.3795 0.292
C 3.182 -1.106 1.145 -0.0077 -0.0207 -0.0168 0.052
N 2.041 0.438 -0.507 0.2406 0.0441 -0.0823 0.029
H 2.158 2.287 -3.330 0.0006 0.0838 -0.0523 -0.001
H 0.950 2.613 -2.076 -0.0546 0.0612 -0.0011 0.015
H 0.904 1.091 -2.949 -0.0779 0.0200 -0.0164 0.014
H 4.475 1.724 -2.334 0.0649 0.1036 -0.1607 0.003
H 5.323 0.111 -0.358 0.1756 -0.1125 0.0440 0.003
H 4.150 -1.600 1.159 0.0979 0.0038 0.0450 0.001
H 2.399 -1.848 1.000 -0.0850 0.0450 0.0632 0.009
H 3.022 -0.633 2.120 0.0324 -0.0440 -0.0937 0.021
N 1.850 6.004 1.962 0.3711 0.3151 0.2647 -0.001
C 1.157 5.318 1.365 0.0740 -0.0176 -0.0020 0.000
C 0.262 4.477 0.650 -0.5189 -0.3061 -0.4196 0.000
C -0.829 5.019 -0.037 0.1070 -0.4544 0.0969 0.008
C -1.705 4.129 -0.636 0.2134 0.1590 0.1511 -0.001
C -1.451 2.772 -0.559 -0.2757 -0.0843 -0.1775 0.008
N -0.379 2.242 0.052 0.0319 0.7266 -0.0310 0.000
C 0.451 3.098 0.658 0.1793 0.0692 0.1448 0.011
H -0.977 6.086 -0.082 -0.0254 0.0776 0.0406 0.000
H -2.582 4.481 -1.157 -0.0359 -0.0379 -0.0422 0.000
H -2.151 2.093 -1.020 0.1010 -0.1497 -0.0023 0.000
H 1.303 2.673 1.172 -0.0508 0.0063 -0.0080 0.002
C -2.448 1.694 3.092 0.1036 0.6901 -0.1032 0.000
N -2.357 0.264 3.185 0.4289 -0.7055 0.0306 -0.001
C -3.376 -0.603 3.444 -0.2975 -0.5826 0.1141 -0.001
C -2.858 -1.860 3.409 -0.6810 0.2070 0.1182 -0.001
N -1.530 -1.744 3.124 -0.2226 0.8295 0.0055 -0.001
C -0.565 -2.797 2.976 0.6437 -0.5064 -0.1780 0.002
C -1.240 -0.447 2.976 0.2512 0.1418 -0.0429 0.005
Se 0.431 0.237 2.513 0.2972 0.2805 0.0377 0.040
H -3.443 2.013 3.392 0.0215 -0.0649 0.0299 0.000
H -2.261 2.012 2.064 -0.0601 -0.0679 0.0776 0.000
H -1.699 2.154 3.739 -0.1193 -0.0203 -0.0379 0.000
H -4.374 -0.265 3.638 -0.1241 0.0017 0.0280 0.000
H -3.332 -2.808 3.568 -0.0426 -0.1194 0.0122 0.000
H -1.038 -3.755 3.174 -0.0577 0.0342 0.0331 0.000
H 0.258 -2.634 3.675 -0.1131 -0.0952 -0.0178 0.001
H -0.163 -2.780 1.959 -0.1092 -0.0255 0.1340 0.000
```
Positions in Å, forces in eV/Å.

=====

[3]
C30H30AsBF4N5OSTl | the ωB97M-V functional and the def2-TZVPD basis

Output
LUMO energy ... -1.0 eV
Frontier orbital gap ... 6.262 eV

Geometry as XYZ:
```
74
Properties=species:S:1:pos:R:3:forces:R:3:lowdin_charge:R:1
Tl -0.428 -0.245 0.437 0.1366 0.0057 -0.1353 0.828
C 1.675 0.528 -4.675 0.0060 -0.0225 0.0009 -0.091
C 1.814 1.620 -3.829 0.0201 0.0191 0.0127 -0.080
C 1.819 1.439 -2.454 0.0537 -0.0072 -0.0381 -0.031
C 1.683 0.163 -1.916 0.0473 -0.0283 0.0267 -0.318
C 1.560 -0.932 -2.765 -0.0636 0.0251 0.0173 -0.019
C 1.555 -0.748 -4.139 -0.0081 0.0176 -0.0127 -0.074
N 1.592 -0.017 -0.517 -0.0942 0.0578 -0.0134 -0.014
C 2.659 -0.095 0.259 0.0673 0.0493 0.0611 -0.216
C 4.001 -0.060 -0.239 -0.0324 -0.0194 -0.0060 0.001
C 5.059 -0.169 0.609 0.0101 -0.0018 0.0345 -0.063
C 4.900 -0.310 2.014 0.0166 0.0043 -0.0261 -0.086
C 3.647 -0.326 2.536 -0.0279 -0.0027 -0.0037 -0.007
C 2.518 -0.205 1.689 0.0305 0.0430 -0.0245 -0.215
N 1.252 -0.165 2.146 -0.0241 0.0185 0.0207 -0.028
N 0.969 -0.169 3.372 0.0100 0.0460 -0.0275 0.121
C -0.416 -0.040 3.606 -0.0311 -0.0320 0.0065 -0.300
C -0.852 -0.090 4.927 0.0114 -0.0058 -0.0006 0.011
C -2.198 0.063 5.183 -0.0049 0.0004 -0.0021 -0.046
C -3.083 0.256 4.125 0.0067 -0.0083 0.0056 -0.047
C -2.571 0.280 2.844 -0.0054 -0.0045 -0.0113 -0.114
N -1.267 0.151 2.602 -0.0126 0.0459 0.0125 0.034
H 1.664 0.671 -5.748 -0.0018 -0.0022 -0.0013 0.099
H 1.909 2.618 -4.240 0.0013 -0.0062 0.0032 0.104
H 1.922 2.284 -1.784 -0.0067 0.0081 0.0117 0.119
H 1.460 -1.919 -2.329 0.0068 -0.0005 -0.0017 0.117
H 1.454 -1.603 -4.795 0.0022 -0.0010 -0.0007 0.103
H 4.155 0.032 -1.305 0.0051 -0.0048 0.0041 0.113
H 6.060 -0.157 0.196 -0.0001 -0.0007 -0.0012 0.107
H 5.768 -0.415 2.649 -0.0008 -0.0013 0.0013 0.099
H 3.470 -0.441 3.596 0.0018 -0.0027 0.0000 0.112
H -0.123 -0.256 5.706 0.0006 -0.0003 0.0005 0.118
H -2.564 0.027 6.201 0.0003 -0.0019 0.0008 0.112
H -4.144 0.375 4.288 -0.0001 0.0004 -0.0004 0.106
H -3.206 0.397 1.974 -0.0007 0.0091 -0.0007 0.118
C 0.397 3.170 2.059 -0.0333 -0.0120 0.0264 -0.012
C 0.019 3.443 0.633 -0.0041 0.0221 -0.0233 -0.306
C 0.286 4.721 0.084 0.0270 -0.0219 0.0113 -0.012
C -0.046 4.972 -1.209 -0.0068 -0.0122 -0.0233 -0.001
C -0.666 3.967 -1.982 -0.0099 0.0263 0.0305 -0.166
C -1.029 4.192 -3.329 -0.0186 -0.0198 -0.0039 -0.044
C -1.635 3.197 -4.037 0.0039 0.0272 0.0019 -0.075
C -1.887 1.954 -3.432 0.0328 -0.0133 0.0092 -0.117
C -1.543 1.693 -2.127 0.0969 -0.0273 -0.0977 -0.580
S -1.938 0.106 -1.494 -0.2049 -0.0208 0.2119 0.689
C -0.913 2.721 -1.360 0.0108 0.0001 0.0406 -0.243
N -0.550 2.485 -0.064 -0.0040 -0.0132 -0.0127 0.111
H 0.876 4.037 2.508 -0.0092 0.0004 0.0061 0.081
H 1.090 2.333 2.115 0.0371 -0.0606 0.0138 0.065
H -0.487 2.919 2.647 0.0106 -0.0360 -0.0185 0.084
H 0.758 5.473 0.702 -0.0041 0.0048 -0.0010 0.111
H 0.154 5.937 -1.661 0.0044 -0.0001 0.0014 0.120
H -0.821 5.157 -3.774 -0.0037 0.0016 -0.0021 0.112
H -1.922 3.352 -5.069 0.0035 0.0007 -0.0013 0.107
H -2.354 1.167 -4.012 0.0084 -0.0042 -0.0015 0.101
F 0.197 -3.610 2.612 -0.0205 0.0087 -0.0039 0.116
B 1.001 -3.722 1.477 0.0730 0.0250 0.1133 -1.255
F 0.934 -2.474 0.751 -0.0808 -0.1128 -0.2017 0.029
F 2.319 -3.979 1.793 -0.0064 0.0214 0.0129 0.144
F 0.480 -4.725 0.625 0.0110 -0.0009 0.0157 0.076
C -1.239 -3.594 -1.546 0.0069 -0.0028 -0.0186 -0.182
As -2.379 -3.253 -0.046 0.0631 -0.0316 -0.0619 1.016
C -2.560 -4.791 1.073 -0.0013 0.0226 0.0173 -0.174
C -4.126 -2.881 -0.760 0.0145 0.0035 0.0095 -0.201
O -1.891 -1.937 0.859 -0.0904 0.0460 0.0402 -0.580
H -1.561 -4.511 -2.039 -0.0027 0.0016 -0.0023 0.051
H -0.226 -3.713 -1.171 -0.0171 -0.0060 -0.0112 0.026
H -1.313 -2.750 -2.231 -0.0158 0.0103 0.0153 0.020
H -3.036 -5.595 0.512 0.0138 -0.0077 0.0034 0.046
H -3.181 -4.503 1.919 -0.0110 -0.0064 -0.0060 0.050
H -1.572 -5.082 1.416 0.0159 -0.0024 -0.0008 0.029
H -4.451 -3.694 -1.408 0.0018 -0.0026 -0.0007 0.042
H -4.069 -1.951 -1.324 -0.0109 -0.0089 -0.0027 0.008
H -4.825 -2.765 0.066 0.0003 0.0050 0.0020 0.042
```
Positions in Å, forces in eV/Å.

=====

The evaluated energy relative to the best compared isomer or geometry (same formula, charge and spin) for the records listed, in turn: 0.0 50.7 0.0 kJ/mol.